1.
A cluster of 2 separate species, C8H13F2I in total, computed with ωB97M-V/def2-TZVPD.

Positions of all 24 atoms, in Å:
C -0.333295 1.850178 -1.188313
C -1.116922 0.721082 -1.900077
C -0.627673 0.547182 -0.585537
C 0.762472 0.314207 1.471418
C 1.221941 -0.827310 -0.636636
C -0.795350 -1.573064 0.712059
C 0.141976 -0.390290 0.276381
C -2.987402 1.110978 0.823760
F -3.219493 2.379964 1.119693
F -3.318114 0.489377 1.950559
I -4.499003 0.459448 -0.669815
H 0.687755 1.971253 -1.689562
H -0.874856 2.781116 -0.981511
H -2.206611 0.878918 -1.960643
H -0.747721 0.179136 -2.777520
H 1.650094 0.918324 1.263544
H 0.989176 -0.438372 2.220727
H -0.030237 0.954773 1.806593
H 0.867196 -1.717929 -1.183897
H 1.623844 -0.148582 -1.307024
H 2.075003 -1.248839 -0.056205
H -0.224079 -1.996953 1.592559
H -0.682880 -2.390259 -0.029438
H -1.806905 -1.174521 0.901593

Cartesian forces, eV/Å:
1.0 0.1 -1.8
-1.3 0.1 -0.9
-0.5 1.0 2.2
-0.6 0.1 0.0
1.1 -4.2 0.6
2.3 -0.1 0.4
-1.2 0.4 -0.3
0.0 -0.3 -0.7
0.5 0.9 -0.5
0.5 -0.9 0.5
0.0 0.0 -0.1
-1.2 0.1 1.2
0.3 -0.5 0.1
0.4 -0.1 -0.1
0.2 0.1 0.4
-0.2 -0.1 -0.2
0.2 0.1 0.2
-0.2 0.6 0.9
0.2 0.5 -0.3
0.6 1.6 -1.2
-0.4 0.4 -0.2
-1.4 0.3 -0.4
-0.9 0.6 0.2
0.5 -0.8 0.1

Summary:
Calculated total energy (Eh): -809.85175
E_HOMO (spin up / spin down) (eV): -7.91 / -8.63
Relative energy (zero: lowest compared OMol25 entry of this formula, charge and spin) (kcal/mol): 16.2
Kohn-Sham gap (spin up / spin down) (Ha): 0.2429 / 0.3038
Lowest unoccupied orbital energy (spin up / spin down) (eV): -1.304 / -0.369

=====

2.
A structure of composition C70H75Cl3GeN9O5Pt, computed with ωB97M-V/def2-TZVPD.

Positions of all 164 atoms, in Å:
Pt -1.457844 -0.623430 -0.477214
C 2.231195 1.136854 3.550382
C 1.994176 2.134518 4.679393
C 2.775766 1.676095 5.921437
C 2.459714 3.532504 4.269725
C 0.533405 2.223817 5.127987
O 0.165224 3.044951 5.938086
N -0.328252 1.283190 4.594366
C -1.576030 0.896209 5.109230
C -1.976574 1.207451 6.409051
C -3.182246 0.729625 6.894061
C -4.007739 -0.064204 6.110709
C -3.621152 -0.356565 4.814585
C -2.421986 0.127412 4.301424
C -2.107594 -0.112025 2.859419
C -2.496837 0.875038 1.957363
C -3.137352 2.103827 2.336199
C -3.346040 2.811102 1.205323
C -2.851179 2.021403 0.110102
N -2.346531 0.844535 0.598040
C -2.792014 2.454898 -1.204055
C -2.258297 1.722565 -2.259278
C -2.197978 2.161509 -3.625187
C -1.511017 1.223836 -4.317152
C -1.160927 0.183658 -3.390501
C -0.392399 -0.929692 -3.707260
C -0.138642 -1.985637 -2.847308
N -0.530198 -2.078176 -1.538987
C -0.026268 -3.251116 -1.051778
C -0.070590 -3.689025 0.267919
C -0.602932 -2.938947 1.309983
C -0.614817 -3.359440 2.685571
C -1.151198 -2.354836 3.410531
C -1.499365 -1.303236 2.489968
N -1.168701 -1.693029 1.218000
C 0.550015 -5.021840 0.550395
C -0.154836 -6.173583 0.211800
C 0.398242 -7.430109 0.385126
C 1.694151 -7.536366 0.864518
C 2.421249 -6.400699 1.175441
C 1.856014 -5.135239 1.057892
N 2.596216 -3.956589 1.298674
C 3.446196 -3.478795 2.286182
O 3.814775 -2.322951 2.156915
C 3.943731 -4.351101 3.448258
C 4.396402 -3.422559 4.578316
C 2.871053 -5.285288 4.017752
C 5.176158 -5.130191 2.964893
C 0.668371 -3.941805 -2.105976
C 0.621174 -3.152223 -3.200852
C 0.381406 -0.856193 -4.984755
C -0.058157 -1.417397 -6.173375
C 0.696224 -1.296442 -7.332215
C 1.883024 -0.586358 -7.310697
C 2.329643 0.004508 -6.138211
C 1.600206 -0.145446 -4.970000
N 1.973948 0.518281 -3.759300
C 3.122476 0.854789 -3.144868
O 3.069203 1.802402 -2.324092
C 4.460705 0.136408 -3.289359
C 4.382843 -1.257552 -3.921646
C 5.416013 1.054496 -4.065493
C 4.991940 -0.044969 -1.854111
N -1.618528 0.516888 -2.147286
C -3.150110 3.889297 -1.450767
C -4.471599 4.283565 -1.589967
C -4.800715 5.609648 -1.832817
C -3.794360 6.553079 -1.919634
C -2.463870 6.185277 -1.765322
C -2.136783 4.858855 -1.542048
N -0.815663 4.356040 -1.315015
C 0.413761 4.546861 -1.757521
O 1.279053 3.642123 -1.491908
C 0.921666 5.710121 -2.587551
C 0.058820 5.863564 -3.850198
C 2.360208 5.431189 -3.035494
C 0.948906 6.964090 -1.691904
H 3.284820 1.127437 3.272141
H 1.667763 1.386536 2.649692
H 1.981652 0.116271 3.839680
H 3.830917 1.560012 5.668122
H 2.408189 0.714022 6.287033
H 2.683571 2.406677 6.723487
H 3.540982 3.534838 4.120008
H 2.213385 4.256620 5.044310
H 1.987162 3.849832 3.337360
H 0.020705 0.746629 3.818285
H -1.341974 1.819085 7.029475
H -3.476555 0.981275 7.904359
H -4.942748 -0.440994 6.501603
H -4.258720 -0.959331 4.177163
H -3.374746 2.380453 3.350612
H -3.790563 3.787917 1.108797
H -2.628004 3.077488 -3.997971
H -1.273170 1.215371 -5.368526
H -0.261119 -4.317605 3.028825
H -1.317831 -2.309961 4.474862
H -1.158841 -6.072277 -0.183023
H -0.168856 -8.315329 0.132817
H 2.156251 -8.508364 0.973897
H 3.446079 -6.496758 1.498291
H 2.361183 -3.185536 0.688079
H 3.560850 -2.847255 4.971425
H 5.161227 -2.725680 4.243497
H 4.800609 -4.029612 5.389303
H 1.953118 -4.735464 4.237125
H 3.235018 -5.697158 4.959759
H 2.625625 -6.123347 3.371663
H 5.951805 -4.440799 2.629582
H 4.959809 -5.815686 2.147859
H 5.577654 -5.716403 3.792595
H 1.143427 -4.903057 -1.998751
H 1.036748 -3.340006 -4.177589
H -0.994628 -1.960865 -6.185435
H 0.350250 -1.745643 -8.252990
H 2.461275 -0.471313 -8.217606
H 3.225336 0.608276 -6.143920
H 1.186456 0.973004 -3.310537
H 4.288732 -1.244893 -5.000128
H 3.561233 -1.845915 -3.506627
H 5.310119 -1.781138 -3.689481
H 5.125792 1.154523 -5.112987
H 6.419783 0.630164 -4.037698
H 5.452350 2.047228 -3.616937
H 4.313728 -0.650670 -1.248950
H 5.138380 0.910899 -1.355740
H 5.949978 -0.560671 -1.906607
H -5.248155 3.532490 -1.515779
H -5.835168 5.901635 -1.949599
H -4.034816 7.592777 -2.095247
H -1.709870 6.950895 -1.808718
H -0.865509 3.500282 -0.769129
H 0.143167 4.968852 -4.470388
H 0.440144 6.705272 -4.428025
H -0.994456 6.042502 -3.657614
H 2.423747 4.531022 -3.647429
H 3.035731 5.316513 -2.189293
H 2.698289 6.278094 -3.632079
H 0.008749 7.181254 -1.195390
H 1.223395 7.824882 -2.301560
H 1.705974 6.849469 -0.914786
O -3.432698 -1.393731 -1.337505
C -4.336727 -2.205725 -1.113385
C -5.497591 -2.302086 -2.050516
C -6.535581 -1.304781 -1.475968
C -6.867527 -1.431308 0.021705
C -5.765739 -0.975307 0.999076
C -4.645527 -2.004949 1.239634
N -4.472318 -2.880328 0.062016
H -5.900852 -3.316774 -2.057021
H -5.215695 -2.016852 -3.061179
H -7.452283 -1.417959 -2.054828
H -6.165133 -0.292681 -1.663643
H -7.188663 -2.452689 0.255436
H -7.744157 -0.807684 0.199729
H -6.220683 -0.723998 1.958349
H -5.324022 -0.048164 0.617005
H -4.859792 -2.653419 2.087570
H -3.703885 -1.506371 1.436813
H -5.229146 -3.547496 0.000865
Cl 3.783174 2.831576 0.130378
Ge 1.897953 2.181954 -0.490788
Cl 1.511000 0.093025 -0.405108
Cl 0.524514 2.863554 1.022290

Cartesian forces, eV/Å:
-0.4 -0.3 0.0
0.1 -0.1 -0.2
0.0 0.0 0.0
0.0 0.0 0.0
0.0 0.0 0.0
-0.1 0.0 -0.1
0.1 0.0 0.0
0.1 0.0 0.0
0.0 0.0 0.0
0.0 -0.1 0.0
0.0 0.0 0.0
0.0 0.0 0.0
0.0 0.0 0.0
-0.1 0.0 -0.1
0.1 0.0 0.0
0.0 0.0 -0.1
0.0 0.0 0.0
0.0 0.0 0.0
0.2 0.0 0.1
0.0 -0.1 0.1
0.0 0.2 0.1
0.2 -0.1 0.0
0.0 0.1 0.2
0.1 -0.1 0.0
0.1 0.2 0.1
0.2 0.0 0.0
0.1 0.1 -0.1
0.1 0.0 0.0
0.0 0.0 -0.1
0.0 0.0 0.1
-0.1 -0.1 0.0
0.0 0.0 0.0
0.0 0.0 0.0
0.0 -0.1 0.0
0.1 0.0 -0.1
0.1 0.0 0.1
-0.1 0.0 0.1
-0.1 0.0 0.0
0.1 0.0 0.0
0.0 -0.1 -0.2
0.0 0.0 -0.2
-0.2 0.1 0.0
0.2 0.1 0.0
-0.1 -0.2 0.1
-0.1 0.0 0.0
0.0 0.1 -0.1
0.0 -0.1 0.1
0.0 0.0 0.0
0.1 0.0 0.0
0.0 0.0 0.0
0.3 0.1 0.1
0.0 0.0 0.0
-0.1 0.0 0.0
0.1 0.0 -0.1
-0.1 0.1 0.1
-0.1 -0.3 0.0
-0.1 0.1 0.1
-0.2 -0.4 -0.4
-0.8 0.1 0.6
0.0 -0.1 -0.1
-0.1 0.0 0.0
0.0 0.0 0.0
0.0 0.1 0.0
-0.2 0.0 0.0
-0.1 -0.1 -0.2
-0.1 0.0 -0.1
0.0 -0.1 0.0
0.1 0.1 0.0
-0.1 0.1 0.1
-0.1 0.0 -0.1
0.1 -0.2 -0.1
-0.2 -0.2 -0.3
0.6 -0.4 -0.8
0.0 0.1 0.1
0.0 0.0 0.0
0.0 0.0 0.0
0.1 0.0 0.0
0.1 0.0 0.0
0.0 0.0 0.1
0.0 -0.1 0.1
0.0 0.0 0.0
0.0 0.0 0.0
0.0 0.0 0.0
0.0 0.0 0.0
0.0 0.0 0.0
0.0 0.0 0.0
0.0 -0.1 0.1
0.0 0.0 0.0
0.0 0.0 0.0
0.0 0.0 0.0
0.0 0.0 0.0
0.0 0.0 0.0
0.0 0.0 0.0
0.0 0.0 0.0
0.0 0.0 0.0
0.0 0.0 0.0
0.0 0.0 0.0
0.0 0.0 0.0
0.0 0.0 0.0
0.0 0.0 0.0
-0.1 0.0 -0.1
0.0 0.0 0.0
-0.1 0.1 0.0
0.0 0.0 0.0
0.0 0.0 0.0
0.0 0.0 0.0
0.0 0.0 0.0
0.0 0.1 0.2
0.0 0.0 0.0
0.1 0.1 0.0
0.0 0.0 0.0
0.0 0.0 0.0
0.0 0.0 0.0
0.0 0.0 0.0
0.0 0.0 0.0
0.0 0.0 0.0
0.1 0.0 0.0
0.0 0.1 -0.1
-0.1 0.1 -0.2
0.0 0.0 0.0
0.0 0.0 0.0
0.0 0.0 0.0
0.0 0.0 0.0
0.0 0.0 0.0
0.0 0.0 0.0
0.0 -0.1 0.0
0.0 0.0 0.0
0.0 0.0 0.0
0.0 0.0 0.0
0.0 0.0 0.0
0.0 0.0 0.0
0.0 0.1 0.1
0.0 0.0 0.0
0.0 0.0 0.0
0.0 0.0 0.0
0.0 0.0 0.0
0.0 0.0 0.0
0.0 0.0 0.0
0.0 0.0 0.0
0.0 0.0 0.0
0.0 0.0 0.0
-0.1 0.2 -0.1
0.0 -0.1 0.1
0.0 0.0 0.0
0.0 0.0 0.0
0.0 0.0 0.0
0.0 0.0 -0.1
0.0 0.0 0.0
0.0 0.0 -0.1
0.0 0.0 0.0
0.0 0.0 0.0
0.0 0.0 0.0
0.0 0.0 0.0
0.0 0.0 0.0
0.0 0.0 0.0
0.0 0.0 0.0
0.0 0.0 0.0
0.0 0.0 0.0
0.0 0.0 0.1
0.0 0.0 0.0
0.2 0.2 0.7
0.6 1.1 -0.6
0.0 -0.2 -0.1
-0.5 -0.3 0.8

Summary:
Calculated total energy (Eh): -7158.08547
2S+1: 2
Total charge: +2
E_HOMO (spin up / spin down) (eV): -12.00 / -12.02
Kohn-Sham gap (spin up / spin down) (Ha): 0.2196 / 0.2026
Lowest unoccupied orbital energy (spin up / spin down) (eV): -6.027 / -6.505
⟨S²⟩: 0.753